Record 1
# C2H4N2O4S

C2H4N2O4S as an isolated structure (ωB97M-V with the def2-TZVPD basis set, OMol25).

Summary:
energy above the lowest of the compared OMol25 structures with the same formula, charge and spin	181.03	kJ/mol
lowest unoccupied orbital energy (spin up / spin down)	-0.811 / -0.811	eV
Kohn-Sham gap (spin up / spin down)	8.908 / 8.910	eV
spin multiplicity	1
max |F|	4.39	eV/A
E_HOMO (spin up / spin down)	-9.72 / -9.72	eV

CARTESIAN COORDINATES (ANGSTROEM)
C 1.843 0.157 -0.338
C -0.076 0.933 0.661
N 1.122 1.024 0.360
N 1.595 -1.105 -0.249
O -1.064 -0.629 -1.571
O -2.031 -1.083 0.658
O -2.215 1.176 -0.360
O 0.476 -1.674 0.248
S -1.263 -0.254 -0.211
H 2.768 0.639 -0.657
H -0.624 1.567 1.357
H -2.847 1.158 0.409
H 2.317 -1.910 -0.307

---

Record 2
# C2H4N2OP2

C2H4N2OP2 as an isolated structure (ωB97M-V with the def2-TZVPD basis set, OMol25).

Summary:
energy above the lowest of the compared OMol25 structures with the same formula, charge and spin	19.22	kJ/mol
lowest unoccupied orbital energy (spin up / spin down)	-0.880 / -0.908	eV
Kohn-Sham gap (spin up / spin down)	6.825 / 6.938	eV
spin multiplicity	1
max |F|	1.49	eV/A
E_HOMO (spin up / spin down)	-7.70 / -7.85	eV

CARTESIAN COORDINATES (ANGSTROEM)
C -0.939 -0.967 -0.940
C -0.066 -1.244 0.119
N -0.929 0.213 -1.537
N 0.751 -0.238 0.503
O -0.337 2.222 -0.063
P 1.915 -0.296 1.730
P 0.393 1.063 -0.887
H -1.660 -1.700 -1.274
H -0.059 -2.184 0.647
H -1.273 2.063 0.106
H 2.204 1.068 1.597

---

Record 3
# C2H4N2OS

C2H4N2OS as an isolated structure (ωB97M-V with the def2-TZVPD basis set, OMol25).

Summary:
energy above the lowest of the compared OMol25 structures with the same formula, charge and spin	701.73	kJ/mol
lowest unoccupied orbital energy (spin up / spin down)	-0.680 / -0.678	eV
Kohn-Sham gap (spin up / spin down)	7.419 / 7.426	eV
spin multiplicity	1
max |F|	5.04	eV/A
E_HOMO (spin up / spin down)	-8.10 / -8.10	eV

CARTESIAN COORDINATES (ANGSTROEM)
C 0.268 0.231 -0.749
C -0.775 0.087 0.365
N -0.116 1.125 -1.710
N -1.941 0.772 -1.825
O -2.660 1.206 -2.647
S -2.360 -0.253 -0.509
H 1.078 0.684 -0.212
H 0.449 -0.654 -1.234
H -0.379 -0.851 0.990
H -0.832 1.026 1.050

---

Question: Which value of spin multiplicity does entry 3 give?
Answer: 1

---

Copy entry 3 word for word.
# C2H4N2OS

C2H4N2OS as an isolated structure (ωB97M-V with the def2-TZVPD basis set, OMol25).

Summary:
energy above the lowest of the compared OMol25 structures with the same formula, charge and spin	701.73	kJ/mol
lowest unoccupied orbital energy (spin up / spin down)	-0.680 / -0.678	eV
Kohn-Sham gap (spin up / spin down)	7.419 / 7.426	eV
spin multiplicity	1
max |F|	5.04	eV/A
E_HOMO (spin up / spin down)	-8.10 / -8.10	eV

CARTESIAN COORDINATES (ANGSTROEM)
C 0.268 0.231 -0.749
C -0.775 0.087 0.365
N -0.116 1.125 -1.710
N -1.941 0.772 -1.825
O -2.660 1.206 -2.647
S -2.360 -0.253 -0.509
H 1.078 0.684 -0.212
H 0.449 -0.654 -1.234
H -0.379 -0.851 0.990
H -0.832 1.026 1.050

---

Please write out number 2 again, unchanged.
# C2H4N2OP2

C2H4N2OP2 as an isolated structure (ωB97M-V with the def2-TZVPD basis set, OMol25).

Summary:
energy above the lowest of the compared OMol25 structures with the same formula, charge and spin	19.22	kJ/mol
lowest unoccupied orbital energy (spin up / spin down)	-0.880 / -0.908	eV
Kohn-Sham gap (spin up / spin down)	6.825 / 6.938	eV
spin multiplicity	1
max |F|	1.49	eV/A
E_HOMO (spin up / spin down)	-7.70 / -7.85	eV

CARTESIAN COORDINATES (ANGSTROEM)
C -0.939 -0.967 -0.940
C -0.066 -1.244 0.119
N -0.929 0.213 -1.537
N 0.751 -0.238 0.503
O -0.337 2.222 -0.063
P 1.915 -0.296 1.730
P 0.393 1.063 -0.887
H -1.660 -1.700 -1.274
H -0.059 -2.184 0.647
H -1.273 2.063 0.106
H 2.204 1.068 1.597

---

Question: What is the energy above the lowest of the compared OMol25 structures with the same formula, charge and spin in the first record?
Answer: 181.03 kJ/mol